This record from OMol25 describes C31H41BrCl2I3N2O2S4 as an isolated structure. The level of theory is wB97M-V/def2-TZVPD.

```
! wB97M-V def2-TZVPD RIJCOSX def2/J DEFGRID3
* xyz 1 1
C -6.0372 -0.7604 0.4217
C 1.7516 0.7371 -0.3189
C 0.9784 -1.0364 -6.5412
C 1.5716 -2.1490 2.2782
C 3.1418 -1.1276 -5.1672
H -2.5654 3.5057 -1.2457
H 2.2849 -0.3417 -2.0714
H -0.7752 -2.4634 -1.4389
H 2.8132 3.1545 1.1325
C 0.8825 -1.3044 3.1444
I -2.1359 0.2645 -1.5232
O 3.4062 -2.0432 -4.4778
H 0.4673 -1.4979 -5.7015
H 3.5167 -0.5956 4.2295
C -4.7768 -0.9005 -0.4075
C 1.6990 -3.4407 0.1181
H 2.3731 1.8664 -2.0407
Cl -6.6458 2.6840 0.5885
Br 3.5088 -1.2908 6.5950
C 3.0665 -2.8896 -0.3580
I -3.5728 -2.4747 2.6490
C -4.5129 3.9142 -0.4782
C 3.4074 0.3198 -4.9694
Cl -5.5670 4.8123 -1.4811
H 2.4941 0.9122 -5.0416
H 0.9359 0.0453 -6.4747
H -6.6864 -1.6094 0.2593
H 0.5409 -1.3682 -7.4776
C 2.3971 1.9523 -0.9548
C 2.1291 3.7761 0.5619
N -2.4341 -1.0609 1.5125
H 2.6036 4.7314 0.3620
C -4.9700 3.0168 0.3860
C -3.0643 4.2445 -0.6325
H -2.5764 4.2795 0.3357
H 2.4921 -2.4878 -6.5742
C 3.8686 -1.4962 4.7154
H 4.1170 -1.1628 -0.9808
H 1.2444 3.9490 1.1667
H 1.1573 -1.1662 -1.0021
C 3.2282 -2.7493 4.1339
H 3.1369 -3.5644 2.1641
N 2.4232 -1.4695 -6.5073
H 1.3432 -0.9368 4.0464
C -2.8330 2.1652 3.3714
H -4.5337 1.1286 -0.9773
H 2.3063 -2.9716 4.6537
H -5.8016 -0.6977 1.4760
S -4.3864 4.4194 2.9527
C 2.0611 -0.5848 -1.0323
H -3.3078 5.1193 2.5913
H 3.4001 -0.9872 0.5879
S -2.3071 2.8388 4.9188
C -2.8172 0.2705 1.8437
C -3.7132 2.8356 2.5172
C -3.9945 0.3947 -0.4027
C -0.4277 -0.9259 2.8930
S -1.4103 -2.9889 -0.3923
H 3.7078 -1.9067 2.2241
C 0.9410 -2.5996 1.1083
C -3.6331 0.9630 0.9461
H -1.5411 3.7881 4.3837
H 4.9428 -1.5280 4.6038
H 3.9295 -3.5632 4.2716
H -6.5790 0.1313 0.1274
H 3.8591 -3.2701 0.2763
H 2.0817 0.6661 0.7157
S -1.2496 0.0751 4.0765
H 0.6854 0.9197 -0.2836
H 3.2568 -3.3156 -1.3395
H 4.1090 0.6801 -5.7256
H 1.8543 -4.4285 0.5471
C -0.4069 -2.2510 0.8854
H 1.0770 -3.6018 -0.7470
H 3.4479 2.0206 -0.6643
H 2.9254 -1.0529 -7.2940
C -2.3788 0.8877 3.0101
I -5.4184 -1.3517 -2.4314
C -4.0846 2.2468 1.2933
O 1.7457 3.1593 -0.6492
H -2.9508 5.2015 -1.1221
H -4.1605 -1.7473 -0.1451
C 3.2119 -1.3672 -0.4123
C -1.0788 -1.3899 1.7621
H 3.8393 0.4391 -3.9805
C 2.9716 -2.5995 2.6277
*
```

Properties
E: -7445.7795 hartree
E_HOMO: -0.362 hartree
Orbital gap: 0.2201 Eh